Record 1
A cluster of 3 separate species, C4H14NO2 in total in a non-equilibrium geometry. Source: the Open Molecules 2025 dataset; level of theory: ωB97M-V with the def2-TZVPD basis set.

Summary:
Total charge: +1
LUMO energy, eV: -2.92

Element x y z (Å)
C 0.7330 0.3891 -1.2166
N 0.6736 -0.2102 0.2030
C -0.4281 -1.2399 0.0831
C -1.4485 -0.5839 -0.8851
C -0.6950 0.6055 -1.5334
H 1.4314 1.2233 -1.2034
H 1.1406 -0.4131 -1.8458
H 0.4528 0.5705 0.8220
H 1.6615 -0.4806 0.4264
H -0.8896 -1.2147 1.0758
H -0.0332 -2.1825 -0.2722
H -1.6720 -1.2404 -1.7316
H -2.3585 -0.3801 -0.3402
H -1.0874 1.5548 -1.1150
H -0.9779 0.7522 -2.5818
H -2.2701 0.9494 0.9178
H -2.0932 1.8432 2.1923
O -1.6517 1.1984 1.6097
H 3.6905 -0.1953 1.2403
H 2.8782 -0.3102 2.5262
O 2.9439 -0.6355 1.6282

=====

Record 2
A cluster of 2 separate species, C3H8O6 in total in a non-equilibrium geometry. Source: the Open Molecules 2025 dataset; level of theory: ωB97M-V with the def2-TZVPD basis set.

Summary:
LUMO energy (alpha / beta), eV: -1.91 / -1.93
SMILES string: COCOCOO.O=O

Element x y z (Å)
C 2.3391 5.3355 0.8945
O 2.0568 4.5930 2.0835
C 0.7010 4.6628 2.4524
O 0.5016 4.1170 3.7366
C 1.0084 2.8107 3.8296
O 0.7160 2.4006 5.1377
O 1.1846 0.9706 5.2031
H 3.4178 5.2788 0.7310
H 1.8121 4.9129 0.0204
H 2.0426 6.3946 1.0045
H 0.3188 5.6916 2.5530
H 0.0959 4.0759 1.7354
H 0.4871 2.1098 3.1520
H 2.0966 2.7829 3.6624
H 1.2764 0.9269 6.1637
O 1.6828 -0.0232 8.1802
O 0.8947 0.7492 8.7687

=====

Record 3
An isolated molecule of C3H6FNO in a non-equilibrium geometry. Source: the Open Molecules 2025 dataset; level of theory: ωB97M-V with the def2-TZVPD basis set.

Summary:
LUMO energy, eV: 0.91
SMILES string: O/N=C\CCF

Element x y z (Å)
C -0.5975 0.9605 0.3051
C 0.3073 -0.2691 0.6167
C 1.5007 -0.4065 -0.3247
H -2.9574 -0.4007 -1.0029
H -0.1605 1.9530 0.5058
H 0.7321 -0.1139 1.6181
H -0.2954 -1.1801 0.6247
H 2.2100 -1.1208 0.1151
H 1.0902 -0.8040 -1.2564
N -1.7555 0.9551 -0.2528
O -2.1794 -0.3522 -0.4211
F 2.1055 0.7787 -0.5274

=====

Record 4
A cluster of 2 separate species, C3H5NO2 in total in a non-equilibrium geometry. Source: the Open Molecules 2025 dataset; level of theory: ωB97M-V with the def2-TZVPD basis set.

Summary:
LUMO energy, eV: 0.91

Element x y z (Å)
O 0.2950 1.5149 -0.6977
C -0.2668 0.6464 0.2179
C -1.5033 -0.0318 -0.1840
N -0.2489 -0.7810 -0.0858
C 2.4126 -0.6649 -0.2554
O 2.5161 -1.6939 0.2137
H 1.2550 1.5036 -0.5855
H -0.1224 0.9272 1.2623
H -2.2830 -0.2012 0.5532
H -1.8354 0.1172 -1.2058
H -0.2188 -1.3366 0.7669

=====

Record 5
A cluster of 2 separate species, C5H9O5 in total in a non-equilibrium geometry. Source: the Open Molecules 2025 dataset; level of theory: ωB97M-V with the def2-TZVPD basis set.

Summary:
Multiplicity: 2
LUMO energy (alpha / beta), eV: 0.25 / -2.03

Element x y z (Å)
H -0.0231 -1.6923 0.2218
C -1.1996 -0.6940 0.2055
C -0.2695 0.4456 0.4557
C -0.8149 1.8714 0.2946
C 0.8690 0.2251 -0.5778
C 1.3537 -1.2237 -0.9744
O 0.6066 -2.2402 -0.8374
O 2.0778 0.4753 0.1765
O 2.0811 -0.9116 0.7928
O 0.1081 0.3522 1.8200
O -1.7166 -0.6596 -1.0469
H -1.9303 -0.9613 0.9626
H -1.2177 2.0649 -0.7127
H -1.6165 2.1155 1.0314
H -0.0085 2.6018 0.4726
H 0.7891 0.7534 -1.5591
H 2.3432 -1.2956 -1.3906
H 1.0348 0.0489 1.8419
H -2.4668 -1.2757 -1.1767

=====

Record 6
An isolated molecule of C15H24N2O2 in a non-equilibrium geometry. Source: the Open Molecules 2025 dataset; level of theory: ωB97M-V with the def2-TZVPD basis set.

Summary:
LUMO energy, eV: 0.86
SMILES string: COC[C@H]1CN(c2ccccc2C)CCN1CCO

Element x y z (Å)
O 1.1837 4.1801 -0.3709
O 3.3162 -0.8253 0.7339
C -2.9850 -1.9929 2.8415
C -3.8282 -2.8174 2.1229
C -1.9893 -1.2795 2.1736
C -3.7050 -2.9364 0.7165
C -1.8512 -1.3779 0.7819
C -2.6867 -2.2249 0.0487
N -0.9410 -0.5609 0.1390
N 0.8650 1.5625 -0.9508
C 4.4806 -0.6643 1.5125
C -2.6045 -2.2930 -1.4546
C 1.3773 3.8875 -1.7553
C 2.8336 0.3963 0.1491
C 1.6737 2.3857 -1.9088
C -1.4180 0.7439 -0.2846
C -0.5767 1.4097 -1.3994
C 0.5053 -0.5390 0.5207
C 1.4129 0.2417 -0.5099
H 0.9214 3.2803 0.0207
H -3.0921 -1.9611 3.9355
H -4.5788 -3.4232 2.6560
H -1.2878 -0.6331 2.7577
H -4.3604 -3.5725 0.1322
H 4.9640 -1.6179 1.6225
H 4.2095 -0.2512 2.4942
H 5.2363 -0.0375 0.9916
H -3.0153 -3.2270 -1.8608
H -1.5302 -2.2338 -1.7643
H -3.1502 -1.4516 -1.8636
H 2.1637 4.5130 -2.1397
H 0.4474 4.0570 -2.3019
H 2.7633 1.1225 0.9316
H 3.5701 0.7249 -0.6071
H 1.5190 2.0850 -2.9629
H 2.7355 2.2577 -1.7151
H -1.4752 1.4067 0.5434
H -2.4212 0.6266 -0.7171
H -0.5679 0.7929 -2.2899
H -1.0591 2.3603 -1.6444
H 0.6002 -0.1480 1.5290
H 0.8574 -1.5743 0.5568
H 1.4879 -0.3916 -1.4104

=====

Record 7
An isolated molecule of C4H6N2OS in a non-equilibrium geometry. Source: the Open Molecules 2025 dataset; level of theory: ωB97M-V with the def2-TZVPD basis set.

Summary:
LUMO energy, eV: 0.71
SMILES string: CSn1nccc1O

Element x y z (Å)
C -2.0805 0.1074 0.1647
C -1.4709 -0.6818 -0.8205
C -1.0025 0.7417 0.8174
C 2.5820 -0.6572 -0.3058
N -0.1523 -0.5874 -0.8062
N 0.1722 0.3421 0.2520
O -1.2068 1.7536 1.7273
S 1.8205 0.7458 0.5369
H -3.1436 0.0433 0.2854
H -1.8127 -1.2546 -1.6311
H -1.9571 2.2216 1.3586
H 3.6922 -0.5097 -0.5987
H 1.8979 -0.7354 -1.2345
H 2.6617 -1.5295 0.2544

=====

Record 8
A cluster of 2 separate species, C5H5BrOS in total in a non-equilibrium geometry. Source: the Open Molecules 2025 dataset; level of theory: ωB97M-V with the def2-TZVPD basis set.

Summary:
LUMO energy (alpha / beta), eV: -1.89 / -1.75

Element x y z (Å)
C 0.4855 1.2608 -0.3297
C -0.7898 1.8209 -0.0269
C 1.1119 1.0215 0.8786
C 0.2879 1.4292 1.8731
C -0.3855 -2.2616 -0.6962
O -0.8644 1.9627 1.3415
S -1.5095 -2.1855 0.6562
Br 2.8335 0.2715 1.1827
H 0.7593 1.1752 -1.3691
H -1.4089 2.3748 -0.6214
H 0.3612 -3.0877 -0.5100
H 0.1187 -1.3722 -0.7802
H -0.9999 -2.4094 -1.5987

=====

Energy relative to the best compared isomer or geometry (same formula, charge and spin) (kJ/mol)
70.7; 876.6; 243.8; 222.2; 337.0; 442.9; 340.9; 515.9